1 | A molecular structure, C30H68F6NO30S2Tl. Source: OMol25; level of theory: ωB97M-V with the def2-TZVPD basis set.

Each line ends with the Mulliken charge.
Element x y z (Å)
Tl -4.117 -3.209 -0.677  0.847
C -1.363 1.150 -0.320  -0.203
C -1.928 -0.203 -0.237  1.049
C -0.859 -1.389 -0.112  0.350
O -1.234 -2.521 -0.371  -0.369
C 0.525 -1.046 0.321  -0.645
C 0.874 0.298 0.399  0.582
C -0.067 1.380 0.005  0.559
O 0.231 2.643 0.000  0.275
O 2.088 0.561 0.665  -0.428
O -3.124 -0.448 -0.265  -0.548
H -2.071 1.951 -0.471  0.520
H 1.182 -1.873 0.554  0.192
C 7.560 -2.151 3.031  0.637
F 6.765 -2.814 3.849  -0.175
F 8.223 -1.138 3.603  -0.224
F 8.497 -3.030 2.603  -0.255
S 6.659 -1.414 1.460  0.961
O 7.216 -0.125 1.187  -0.603
O 6.759 -2.385 0.420  -0.544
N 5.087 -1.062 2.162  -0.396
S 4.261 -2.405 1.870  0.885
O 3.677 -2.409 0.514  -0.585
O 4.982 -3.611 2.211  -0.600
C 2.857 -2.442 3.214  0.385
F 2.093 -1.340 3.050  -0.130
F 2.107 -3.530 3.025  -0.216
F 3.431 -2.501 4.394  -0.226
C 6.153 1.269 -2.023  -0.979
C 4.803 0.710 -2.090  0.489
O 4.485 0.071 -0.827  0.317
O 6.276 2.200 -0.941  -0.414
H 6.469 1.718 -2.966  0.446
H 6.728 0.365 -1.814  0.333
H 4.778 -0.024 -2.898  0.236
H 4.093 1.479 -2.403  -0.288
H 3.701 -0.447 -1.019  0.042
H 7.116 2.646 -1.071  0.255
C 2.092 4.470 2.630  -0.078
C 3.058 4.673 3.745  -0.816
O 4.305 4.093 3.398  -0.455
O 2.023 3.093 2.356  -0.382
H 2.351 4.989 1.705  0.077
H 1.116 4.907 2.855  0.334
H 2.767 4.066 4.606  0.301
H 3.096 5.705 4.098  0.412
H 4.896 4.266 4.134  0.259
H 1.211 2.948 1.863  -0.058
C -1.872 -3.210 -3.839  -0.253
C -3.160 -3.757 -4.483  -0.740
O -4.015 -4.253 -3.509  -0.445
O -2.214 -2.281 -2.822  -0.095
H -1.352 -2.513 -4.498  0.261
H -1.101 -3.846 -3.401  0.291
H -2.808 -4.612 -5.063  0.351
H -3.608 -2.941 -5.051  0.345
H -4.771 -4.650 -3.949  0.254
H -1.430 -1.734 -2.731  -0.117
C -7.310 -2.650 1.576  -0.737
C -6.869 -1.195 1.376  -0.221
O -5.933 -1.087 0.291  -0.305
O -6.321 -3.647 1.329  -0.376
H -8.126 -2.846 0.877  0.311
H -7.692 -2.800 2.586  0.409
H -6.348 -0.746 2.224  0.077
H -7.660 -0.458 1.228  0.432
H -5.772 -0.146 0.179  0.099
H -6.565 -4.387 1.889  0.234
C -2.446 -2.811 2.836  0.236
C -2.659 -4.371 2.910  -0.804
O -2.809 -4.917 1.603  -0.449
O -3.499 -2.178 2.126  0.038
H -1.538 -2.567 2.284  -0.270
H -2.496 -2.360 3.828  0.329
H -3.543 -4.692 3.463  0.250
H -1.780 -4.898 3.285  0.452
H -2.352 -5.760 1.559  0.264
H -3.694 -1.336 2.554  0.234
C 1.893 -1.631 -3.356  -0.280
C 1.193 -0.481 -4.016  -0.620
O -0.147 -0.582 -3.545  -0.289
O 2.204 -1.239 -1.987  0.482
H 2.848 -1.850 -3.836  0.437
H 1.294 -2.542 -3.370  0.065
H 1.057 -0.704 -5.076  0.459
H 1.670 0.482 -3.837  0.239
H -0.578 0.203 -3.896  0.114
H 1.711 -1.756 -1.346  -0.603
C -2.107 5.060 -1.599  0.150
C -1.095 4.654 -2.693  -0.086
O -0.981 3.270 -2.802  -0.633
O -1.609 4.784 -0.316  -0.591
H -3.075 4.563 -1.693  -0.329
H -2.368 6.115 -1.691  0.478
H -0.090 5.041 -2.525  -0.207
H -1.476 5.066 -3.628  0.462
H -0.739 2.859 -1.969  0.204
H -1.224 3.904 -0.371  0.040
C -4.859 2.683 0.551  0.101
C -5.361 2.400 -0.880  -0.503
O -5.040 1.127 -1.369  -0.469
O -5.520 1.892 1.508  -0.508
H -4.967 3.766 0.629  0.468
H -3.787 2.487 0.568  -0.300
H -4.798 3.130 -1.468  0.162
H -6.385 2.653 -1.156  0.416
H -4.233 0.802 -0.954  0.182
H -6.421 2.223 1.555  0.321
C 2.552 5.469 -1.818  -0.752
C 3.019 4.028 -1.995  -0.206
O 2.994 3.389 -0.722  -0.162
O 3.632 6.324 -1.379  -0.549
H 1.680 5.451 -1.160  0.271
H 2.130 6.014 -2.666  0.491
H 3.966 3.957 -2.530  0.383
H 2.296 3.478 -2.603  0.142
H 2.089 3.115 -0.548  -0.020
H 3.237 7.158 -1.112  0.311
C 2.399 -5.738 -1.623  -0.977
C 1.638 -4.612 -0.874  1.627
O 0.250 -4.780 -0.834  -0.559
O 2.147 -5.691 -3.018  -0.542
H 2.206 -6.753 -1.275  0.376
H 3.482 -5.663 -1.520  0.364
H 1.819 -3.668 -1.393  -0.935
H 2.074 -4.488 0.119  -0.078
H -0.222 -4.038 -0.444  0.284
H 2.919 -5.244 -3.373  0.320
C -2.742 1.046 4.040  -0.754
C -1.677 1.663 3.151  1.718
O -0.899 2.635 3.830  -0.552
O -3.616 0.320 3.231  -0.453
H -3.427 1.806 4.418  0.369
H -2.268 0.484 4.844  0.320
H -2.140 2.054 2.242  -0.771
H -1.003 0.960 2.659  -0.520
H -1.382 3.463 3.893  0.335
H -4.246 0.991 2.954  -0.022

Calculated values
HOMO-LUMO gap: 2.9 eV
E_LUMO: -0.2009 Ha


2 | A molecular structure, C30H68F6NO30S2Tl. Source: OMol25; level of theory: ωB97M-V with the def2-TZVPD basis set.

Each line ends with the Mulliken charge.
Element x y z (Å)
Tl 0.364 3.166 -2.202  0.977
C 6.959 3.638 -2.761  0.029
C 5.631 3.314 -2.977  0.218
C 5.273 2.229 -4.037  0.377
O 4.114 1.845 -4.209  -0.505
C 6.288 1.814 -4.897  -0.127
C 7.582 2.134 -4.565  0.357
C 7.945 3.066 -3.419  0.229
O 9.145 3.425 -3.004  -0.539
O 8.433 1.551 -5.336  -0.523
O 4.689 3.872 -2.425  -0.530
H 7.081 4.317 -1.930  0.480
H 6.126 1.092 -5.683  0.518
C -0.927 0.267 3.188  0.650
F -1.214 1.498 2.961  -0.198
F 0.282 0.007 3.561  -0.196
F -1.777 -0.205 4.038  -0.205
S -1.165 -0.533 1.340  0.710
O -1.553 -1.956 1.504  -0.580
O -2.209 0.300 0.735  -0.542
N 0.245 -0.099 0.425  -0.293
S 1.227 -1.350 0.647  0.946
O 1.032 -2.117 1.895  -0.612
O 1.435 -2.167 -0.538  -0.574
C 2.987 -0.472 1.034  0.596
F 3.094 -0.299 2.394  -0.230
F 3.975 -1.130 0.601  -0.211
F 3.049 0.669 0.309  -0.244
C -6.380 -5.296 2.741  -0.393
C -6.616 -6.687 3.196  -0.334
O -7.953 -7.106 2.924  -0.507
O -7.059 -4.345 3.560  -0.513
H -6.626 -5.253 1.680  0.269
H -5.322 -5.056 2.840  0.279
H -6.602 -6.735 4.285  0.269
H -5.974 -7.427 2.718  0.309
H -8.415 -6.351 3.294  0.311
H -6.590 -4.333 4.397  0.311
C -7.430 1.963 1.374  -0.313
C -7.720 0.492 1.552  -0.327
O -8.480 0.249 2.681  -0.539
O -6.416 2.506 2.164  -0.456
H -8.330 2.577 1.394  0.264
H -7.066 1.992 0.347  0.258
H -6.738 0.020 1.581  0.299
H -8.295 0.110 0.709  0.236
H -8.204 -0.562 3.113  0.305
H -6.475 2.232 3.082  0.277
C 2.596 6.112 3.705  -0.514
C 3.075 4.989 2.752  -0.532
O 1.912 4.498 2.297  -0.391
O 1.971 5.605 4.888  -0.530
H 2.172 7.008 3.251  0.331
H 3.444 6.673 4.098  0.385
H 3.636 4.342 3.428  0.290
H 3.774 5.276 1.966  0.354
H 1.582 4.245 3.162  0.303
H 1.478 6.314 5.307  0.304
C 6.678 -4.998 2.978  -0.069
C 6.850 -4.027 4.251  -0.630
O 7.266 -4.676 5.459  -0.537
O 5.708 -6.011 3.243  -0.516
H 7.641 -5.493 2.850  0.184
H 6.472 -4.423 2.075  0.256
H 5.942 -3.550 4.620  0.282
H 7.551 -3.212 4.070  0.412
H 8.151 -4.387 5.694  0.311
H 5.523 -6.090 4.182  0.309
C -6.448 0.721 8.416  -0.413
C -6.539 1.099 6.949  -0.179
O -5.693 2.180 6.508  -0.530
O -6.223 1.851 9.238  -0.552
H -5.589 0.050 8.442  0.243
H -7.333 0.174 8.741  0.320
H -7.599 1.233 6.734  0.239
H -6.254 0.206 6.393  0.245
H -5.729 2.938 7.097  0.314
H -5.283 2.038 9.173  0.313
C 10.486 -2.280 0.587  -0.299
C 10.536 -3.009 -0.668  -0.393
O 9.879 -4.236 -0.624  -0.477
O 11.216 -3.000 1.653  -0.501
H 9.436 -2.076 0.798  0.241
H 10.942 -1.295 0.482  0.264
H 11.572 -3.314 -0.821  0.263
H 10.165 -2.457 -1.531  0.310
H 8.995 -4.034 -0.939  0.295
H 12.145 -2.988 1.412  0.297
C -1.815 7.218 0.310  -0.458
C -2.354 6.045 1.226  -0.348
O -2.688 5.061 0.370  -0.418
O -0.558 6.896 -0.278  -0.501
H -1.785 8.180 0.822  0.401
H -2.618 7.395 -0.406  0.254
H -3.143 6.331 1.922  0.467
H -1.433 5.675 1.676  0.086
H -3.598 4.826 0.566  0.259
H -0.137 7.684 -0.627  0.273
C -6.781 -1.840 -3.173  -0.343
C -5.362 -2.170 -3.731  -0.559
O -4.143 -2.092 -2.931  -0.419
O -6.743 -0.505 -2.653  -0.469
H -6.941 -2.550 -2.362  0.258
H -7.610 -2.077 -3.839  0.364
H -5.198 -1.587 -4.637  0.290
H -5.296 -3.199 -4.083  0.363
H -4.291 -2.495 -2.072  0.250
H -7.597 -0.074 -2.576  0.271
C -0.114 -1.450 -5.756  -0.514
C -1.038 -2.014 -6.788  -0.362
O -1.610 -1.024 -7.577  -0.504
O -0.726 -0.743 -4.706  -0.404
H 0.714 -0.873 -6.167  0.334
H 0.274 -2.257 -5.134  0.336
H -1.790 -2.570 -6.228  0.280
H -0.477 -2.746 -7.369  0.310
H -2.158 -1.403 -8.269  0.302
H -1.464 -1.327 -4.517  0.211
C 5.739 -4.507 -4.384  -0.560
C 4.341 -3.928 -4.687  -0.174
O 3.434 -4.931 -4.240  -0.554
O 5.819 -4.822 -3.010  -0.482
H 6.529 -3.851 -4.748  0.347
H 5.944 -5.404 -4.969  0.274
H 4.332 -3.784 -5.767  0.233
H 4.087 -2.939 -4.304  0.295
H 2.582 -4.551 -4.012  0.300
H 5.028 -5.350 -2.876  0.324
C -4.108 4.829 -4.936  -0.528
C -4.425 3.311 -4.783  -0.219
O -3.906 2.707 -3.571  -0.473
O -2.918 5.265 -4.287  -0.475
H -4.951 5.434 -4.601  0.282
H -3.993 5.162 -5.967  0.348
H -3.902 2.895 -5.645  0.208
H -5.509 3.205 -4.823  0.283
H -4.480 2.006 -3.253  0.281
H -2.687 6.074 -4.750  0.293

Calculated values
HOMO-LUMO gap: 3.0 eV
E_LUMO: -0.2061 Ha


Relative calculated energies, zero for the most stable structure, unit kJ/mol: 1 0.0; 2 507.2.


1 | A gas-phase ion, C4H10NO2 (charge +1). Source: OMol25; level of theory: ωB97M-V with the def2-TZVPD basis set.

Each line ends with the Mulliken charge.
Element x y z (Å)
C 0.339 2.011 0.264  -1.271
C -0.617 0.697 0.512  -0.008
N -1.963 1.289 0.861  -0.303
C -0.578 -0.351 -0.583  -0.627
C 0.712 -1.300 -0.455  0.426
O 0.644 -2.522 -0.571  -0.521
O 1.806 -0.610 -0.344  -0.365
H 0.252 2.836 1.000  0.448
H 1.357 1.628 0.357  0.305
H 0.061 2.366 -0.724  0.404
H -0.199 0.365 1.527  0.233
H -2.682 0.849 1.463  0.356
H -1.875 2.182 1.472  0.414
H -2.364 1.653 -0.067  0.411
H -1.450 -1.065 -0.610  0.356
H -0.542 0.143 -1.521  0.378
H 2.447 -1.264 -0.031  0.365

Calculated values
HOMO-LUMO gap: 10.3 eV
Charge: +1
E_LUMO: -0.1470 Ha
SMILES: C[C@@H]([NH3+])CC(=O)O


2 | 2 unconnected molecules or ions with the total composition C4H10NO2. Source: OMol25; level of theory: ωB97M-V with the def2-TZVPD basis set.

Each line ends with the Mulliken charge.
Element x y z (Å)
C -2.346 -0.253 -0.160  0.334
C 0.541 0.098 0.257  1.070
C 0.521 -1.257 -0.376  -1.459
C 0.753 1.259 -0.701  -1.372
N 0.899 0.130 1.502  -0.322
O -1.493 0.384 0.402  -0.541
O -3.554 0.176 -0.127  -0.402
H -2.170 -1.144 -0.694  0.367
H 0.197 -2.085 0.297  0.491
H 1.560 -1.665 -0.304  0.389
H -0.135 -1.267 -1.299  0.313
H -0.041 1.202 -1.434  0.312
H 1.727 1.335 -1.082  0.378
H 0.673 2.146 -0.202  0.504
H 1.096 1.060 2.030  0.310
H 0.816 -0.795 1.913  0.256
H -3.721 0.891 0.465  0.374

Calculated values
HOMO-LUMO gap: 12.2 eV
Charge: +1
E_LUMO: -0.1201 Ha


3 | A gas-phase ion, C4H10NO2 (charge +1). Source: OMol25; level of theory: ωB97M-V with the def2-TZVPD basis set.

Each line ends with the Mulliken charge.
Element x y z (Å)
C -0.323 1.841 0.672  -0.931
N 0.181 0.536 0.317  -0.174
C 0.632 0.348 -1.114  -0.311
O 0.075 -0.891 -1.559  -0.345
C -0.054 -1.641 -0.345  0.016
O 1.105 -1.728 0.324  -0.457
C -0.930 -0.653 0.444  -0.571
H -1.129 2.040 0.005  0.409
H -0.836 1.885 1.620  0.388
H 0.419 2.633 0.836  0.340
H 1.026 0.336 0.858  0.388
H 0.145 1.029 -1.757  0.376
H 1.791 0.488 -1.179  0.280
H -0.712 -2.481 -0.609  0.490
H 1.526 -2.512 0.050  0.354
H -1.719 -0.187 -0.053  0.420
H -1.195 -1.043 1.490  0.327

Calculated values
HOMO-LUMO gap: 12.2 eV
Charge: +1
E_LUMO: -0.1110 Ha
SMILES: C[N@@H+]1CO[C@@H](O)C1


Relative calculated energies, zero for the most stable structure, unit kJ/mol: 1 0.0; 2 14.2; 3 99.3.


1 | C4H6IN in the gas phase. Source: OMol25; level of theory: ωB97M-V with the def2-TZVPD basis set.

Each line ends with the Mulliken charge.
Element x y z (Å)
C -1.445 -0.304 1.460  -0.272
N -1.266 -0.376 0.203  -0.506
C -0.136 -0.010 -0.469  0.897
C 1.021 0.604 0.306  -1.177
C 0.044 -0.369 -1.787  -0.838
I 1.687 -0.180 -3.042  0.068
H -2.345 -0.734 1.867  0.250
H -0.707 -0.134 2.213  0.186
H 1.031 1.770 0.215  0.232
H 1.977 0.259 -0.061  0.334
H 0.841 0.423 1.306  0.307
H -0.702 -0.950 -2.211  0.519

Calculated values
HOMO-LUMO gap: 8.8 eV
E_LUMO: 0.0057 Ha
SMILES: C=N/C(C)=C/I


2 | 2 unconnected molecules or ions with the total composition C4H6IN. Source: OMol25; level of theory: ωB97M-V with the def2-TZVPD basis set.

Each line ends with the Mulliken charge.
Element x y z (Å)
C 0.302 -2.147 0.007  -0.368
N 0.080 -0.861 0.064  -0.210
C 0.859 0.364 -0.031  -0.348
C 0.286 1.581 -0.816  -0.423
C 0.384 1.919 0.440  -0.261
H -0.377 -2.912 0.202  0.271
H 1.346 -2.572 0.050  0.203
H 1.871 0.142 0.039  0.508
H 0.220 1.873 -1.871  0.289
H 0.130 2.321 1.403  0.368
I -3.045 0.570 -0.148  -0.129
H -2.056 -0.277 0.661  0.100

Calculated values
HOMO-LUMO gap: 9.6 eV
E_LUMO: 0.0333 Ha
SMILES: C=NC1C=C1.I


Relative calculated energies, zero for the most stable structure, unit kJ/mol: 1 0.0; 2 294.1.